Entry from OMol25: a structure of composition C41H65N5O5PS2Sn (ωB97M-V/def2-TZVPD).

Last column: Mulliken charge in e.
Atoms and positions in Å:
Sn 0.14 -0.25 -0.81  1.053
O 1.29 4.25 -0.55  -0.921
C 1.40 3.02 -0.67  -0.286
O 0.45 2.19 -0.68  -0.317
C 2.82 2.43 -0.65  0.797
C 2.92 1.54 0.60  -0.965
C 4.38 1.29 0.98  -0.537
C 4.82 0.33 -0.17  -0.925
C 3.52 0.16 -0.94  -0.012
O 2.52 0.25 0.10  0.592
C 3.20 1.41 -1.77  0.606
C 2.10 1.11 -2.81  -0.543
O 2.07 1.74 -3.85  -0.753
O 1.30 0.12 -2.53  -0.401
H 3.53 3.26 -0.62  0.614
H 2.26 1.81 1.42  0.048
H 4.96 2.21 1.01  0.463
H 4.45 0.79 1.94  0.111
H 5.61 0.75 -0.80  0.448
H 5.16 -0.62 0.23  0.255
H 3.40 -0.78 -1.47  0.011
H 4.06 1.77 -2.33  0.335
C -2.95 -2.44 -2.73  -1.543
C -1.69 -2.73 -3.54  0.470
C -1.86 -3.97 -4.43  -1.329
P -0.22 -2.57 -2.42  0.801
C 1.29 -3.10 -3.36  2.115
C 1.40 -2.32 -4.67  -1.534
C 1.48 -4.60 -3.54  -1.644
C -0.37 -3.74 -1.06  0.451
C -1.11 -4.92 -1.08  -0.045
C -1.19 -5.78 0.00  0.500
C -1.99 -7.05 -0.06  -1.791
C -0.48 -5.41 1.15  -1.232
C 0.26 -4.26 1.21  -0.741
C 0.36 -3.37 0.11  -0.415
N 1.10 -2.21 0.14  0.708
C 1.99 -2.12 1.25  -0.550
C 3.24 -2.76 1.17  1.348
C 3.59 -3.58 -0.04  -1.549
C 4.15 -2.62 2.22  -0.944
C 3.85 -1.88 3.35  0.780
C 4.84 -1.71 4.47  -1.640
C 2.59 -1.29 3.43  -0.822
C 1.66 -1.40 2.40  0.924
C 0.30 -0.77 2.56  -0.512
H -3.81 -2.33 -3.40  0.491
H -2.85 -1.52 -2.15  0.292
H -3.17 -3.25 -2.03  0.282
H -1.54 -1.88 -4.21  0.491
H -1.91 -4.89 -3.87  0.135
H -1.04 -4.06 -5.14  0.263
H -2.78 -3.87 -5.01  0.494
H 2.08 -2.74 -2.69  -1.129
H 0.66 -2.66 -5.40  0.244
H 2.39 -2.49 -5.11  0.437
H 1.28 -1.25 -4.51  0.332
H 0.75 -5.02 -4.24  0.274
H 1.38 -5.14 -2.60  0.319
H 2.47 -4.80 -3.95  0.484
H -1.65 -5.19 -1.98  -0.086
H -2.61 -7.08 -0.96  0.343
H -2.65 -7.15 0.80  0.377
H -1.35 -7.94 -0.07  0.318
H -0.53 -6.05 2.03  0.371
H 0.78 -4.01 2.13  0.509
H 3.45 -3.00 -0.95  0.187
H 2.95 -4.45 -0.12  0.266
H 4.63 -3.91 0.01  0.442
H 5.11 -3.11 2.14  0.275
H 5.73 -2.33 4.30  0.389
H 4.41 -2.01 5.43  0.343
H 5.17 -0.67 4.57  0.305
H 2.32 -0.73 4.32  0.439
H 0.08 -0.58 3.61  0.311
H -0.49 -1.39 2.15  -0.094
H 0.24 0.20 2.05  -0.566
C -1.17 0.74 6.24  -0.219
N -1.96 -0.14 7.08  -0.184
C -2.58 -1.25 6.65  0.306
N -3.30 -1.91 7.62  -0.488
S -2.54 -1.80 5.08  -0.359
H -1.25 1.76 6.62  0.273
H -1.54 0.72 5.22  -0.180
H -0.12 0.44 6.24  0.145
H -2.10 0.13 8.04  0.249
H -2.99 -1.84 8.58  0.200
H -3.60 -2.83 7.34  0.248
C 0.00 4.57 5.61  -1.135
C 0.96 5.50 4.87  -0.406
C 1.93 4.81 3.91  -1.202
C 1.34 4.39 2.56  -0.044
N 0.39 3.31 2.71  0.652
C -0.86 3.28 2.16  -0.670
S -2.05 2.31 2.89  -0.418
N -1.04 4.06 1.10  0.542
C -2.27 4.09 0.33  -1.018
C -3.04 5.40 0.46  -0.921
C -3.66 5.68 1.83  -0.391
C -2.69 6.18 2.89  -0.784
H -0.55 5.12 6.38  0.437
H 0.55 3.77 6.11  0.342
H -0.74 4.11 4.95  0.180
H 1.55 6.05 5.61  0.413
H 0.39 6.25 4.32  0.198
H 2.38 3.94 4.40  0.377
H 2.76 5.49 3.69  0.439
H 2.15 4.13 1.87  -0.205
H 0.83 5.24 2.11  0.555
H 0.48 2.70 3.51  0.214
H -0.20 4.27 0.54  -0.043
H -2.90 3.25 0.64  0.625
H -1.99 3.93 -0.71  0.304
H -3.84 5.37 -0.29  0.405
H -2.39 6.23 0.17  0.309
H -4.15 4.78 2.19  0.231
H -4.45 6.44 1.70  0.366
H -1.98 5.41 3.19  -0.094
H -3.22 6.50 3.79  0.445
H -2.11 7.04 2.52  0.287

LUMO energy (Ha): 0.0805
Electronic energy (a.u.): -3603.5441
Charge: -1
Highest occupied orbital energy (Eh): -0.1543
2S+1: 1
Orbital gap (eV): 6.4